a:
Computed, not measured: a molecular structure, C2H10N2, with the ωB97M-V functional and the def2-TZVPD basis.

Structure (XYZ):
```
14
Properties=species:S:1:pos:R:3:mulliken_charge:R:1
C 0.737 -0.363 1.982 -0.744
N -0.311 -0.924 1.150 -0.698
H -0.276 -1.940 1.178 0.157
H -0.867 -0.183 0.257 0.406
H 1.745 -0.644 1.645 0.223
H 0.711 0.732 1.951 0.267
H 0.653 -0.647 3.040 0.279
C -0.135 1.105 -1.737 -0.719
N -0.813 -0.068 -1.192 -0.545
H -1.450 -0.484 -1.867 0.189
H -0.128 -0.818 -0.808 0.360
H 0.486 0.837 -2.595 0.295
H -0.858 1.865 -2.040 0.286
H 0.507 1.532 -0.964 0.242
```

Values from the calculation:
gap between HOMO and LUMO: 8.48 eV
HOMO: -7.49 eV
LUMO level: 0.98 eV


b:
Computed, not measured: 2 unconnected molecules or ions with the total composition C2H10N2, with the ωB97M-V functional and the def2-TZVPD basis.

Structure (XYZ):
```
14
Properties=species:S:1:pos:R:3:mulliken_charge:R:1
C 1.297 -1.698 -0.498 -0.644
N 0.321 -0.758 -1.225 -0.607
H 1.416 -2.785 -0.962 0.274
H 2.271 -1.183 -0.218 0.249
H 0.843 -2.048 0.449 0.253
H 0.353 0.182 -0.726 0.235
H 1.014 -0.377 -1.959 0.288
C -1.111 0.671 1.210 -0.726
N -0.581 1.705 0.409 -0.581
H -0.183 0.421 1.783 0.263
H -1.844 1.068 1.988 0.272
H -1.565 -0.252 0.666 0.300
H -1.214 1.939 -0.492 0.219
H -0.386 2.570 0.914 0.204
```

Values from the calculation:
gap between HOMO and LUMO: 10.20 eV
structure (SMILES): CN.CN
HOMO: -9.10 eV
LUMO level: 1.09 eV


Which is most stable, and by how much? b, by 0.455 eV.